115
Properties=species:S:1:pos:R:3:mulliken_charge:R:1 method="wB97M-V/def2-TZVPD" gap_ev=9.5081 charge=0
C 1.24 5.60 1.54 -0.8426
C 0.64 4.62 0.54 0.2886
O 1.53 3.58 0.12 -0.6040
O 1.78 5.09 2.75 -0.6426
H 0.48 6.37 1.80 0.3869
H 2.04 6.09 1.02 0.3847
H 0.30 5.20 -0.30 0.4540
H -0.24 4.09 0.96 -0.1128
H 1.84 3.11 0.93 0.2030
H 2.68 4.80 2.65 0.3144
C -4.78 -1.07 -2.92 -0.3878
C -4.86 -2.58 -3.05 -0.3988
O -4.81 -3.09 -1.76 -0.6291
O -3.39 -0.70 -3.07 -0.3952
H -5.11 -0.90 -1.92 0.2998
H -5.43 -0.55 -3.69 0.3176
H -4.07 -2.96 -3.70 0.0994
H -5.87 -2.84 -3.41 0.3593
H -3.91 -3.18 -1.41 0.3897
H -3.16 0.10 -2.62 0.1865
C -3.80 -1.37 2.37 -0.1044
C -3.85 -0.72 3.74 -0.3042
O -3.62 -1.55 4.84 -0.6074
O -2.71 -2.23 2.06 -0.5364
H -3.77 -0.54 1.65 -0.0101
H -4.64 -2.06 2.21 0.4375
H -4.76 -0.14 3.75 0.4053
H -3.11 0.07 3.78 0.1228
H -3.39 -2.48 4.58 0.3648
H -1.85 -1.80 2.30 0.2291
C -3.27 3.33 -2.92 -0.6253
C -2.47 4.50 -2.25 -0.3666
O -2.32 4.29 -0.87 -0.5222
O -2.44 2.18 -2.99 -0.3810
H -3.42 3.63 -3.94 0.4540
H -4.26 3.12 -2.51 0.2561
H -2.86 5.51 -2.32 0.4397
H -1.47 4.47 -2.76 0.1819
H -2.12 3.42 -0.51 0.3422
H -1.73 2.15 -3.66 0.3090
C -1.43 -3.79 -0.48 -0.8420
C -0.03 -3.07 -0.31 1.7459
O 0.93 -4.09 -0.57 -0.6720
O -2.44 -2.82 -0.49 -0.1429
H -1.54 -4.50 0.35 0.3234
H -1.48 -4.36 -1.44 0.3255
H 0.06 -2.60 0.71 -0.5644
H 0.09 -2.27 -1.07 -0.5075
H 1.69 -3.96 0.04 0.4495
H -2.50 -2.48 0.40 0.3333
C 4.13 -1.37 -1.38 0.0212
C 4.39 -1.70 -2.86 -0.4892
O 5.84 -1.78 -2.98 -0.5814
O 4.80 -2.25 -0.50 -0.4917
H 3.09 -1.42 -1.21 0.1288
H 4.39 -0.27 -1.21 0.1466
H 4.03 -0.87 -3.44 0.4392
H 4.01 -2.69 -3.08 0.2689
H 6.15 -1.67 -3.85 0.2869
H 5.71 -2.14 -0.70 0.2961
C 0.89 -2.89 -4.23 -0.3781
C -0.55 -2.71 -3.81 0.2192
O -0.92 -1.46 -4.30 -0.5125
O 0.95 -2.73 -5.65 -0.6282
H 1.36 -3.78 -3.93 0.5601
H 1.52 -2.11 -3.68 -0.1059
H -0.71 -2.75 -2.70 -0.1730
H -1.29 -3.37 -4.33 0.3079
H -1.82 -1.26 -4.05 0.2320
H 0.65 -1.84 -5.81 0.3578
C -0.06 0.70 -0.07 1.1733
C -1.52 0.18 -0.14 0.5589
O -2.49 1.24 -0.24 -0.6949
O 0.28 1.43 -1.22 0.0483
H 0.57 -0.23 0.03 -0.5054
H -0.02 1.30 0.83 -0.4982
H -1.68 -0.30 0.84 -0.2881
H -1.60 -0.45 -1.01 0.2211
H -2.38 1.41 -1.16 -0.1029
H 0.95 2.11 -0.97 0.1576
C 0.56 -2.67 3.50 0.2534
C 1.48 -2.19 4.64 -0.8906
O 2.33 -1.13 4.38 -0.4002
O -0.25 -1.63 3.06 -0.3942
H -0.14 -3.47 3.87 0.3269
H 1.16 -3.13 2.63 -0.2871
H 2.08 -3.09 4.96 0.3887
H 0.88 -1.90 5.55 0.3011
H 3.01 -1.38 3.71 0.3731
H 0.29 -0.85 3.24 0.1338
C 3.51 2.27 3.27 -0.6157
C 4.70 3.07 2.63 -0.6409
O 4.25 4.13 1.77 -0.5681
O 2.57 1.90 2.30 0.3159
H 3.04 2.92 4.02 0.4222
H 3.77 1.39 3.83 0.5030
H 5.34 2.32 2.08 0.2999
H 5.23 3.59 3.41 0.3743
H 4.00 3.74 0.91 0.3080
H 1.69 1.95 2.74 -0.0058
O 0.22 2.89 3.49 -0.7009
H -0.71 2.78 3.19 0.2616
H 0.49 3.81 3.21 0.3409
O 3.45 -1.13 1.92 -0.4580
H 4.16 -1.26 1.28 0.2365
H 3.14 -0.24 1.77 0.0930
O 3.02 -3.91 1.40 -0.7612
H 3.68 -3.95 0.70 0.3153
H 3.12 -2.99 1.77 0.4095
O -0.07 1.25 -4.23 -0.8563
H -0.35 0.31 -4.22 0.5031
H 0.24 1.30 -3.35 0.2813
O -2.05 2.78 2.01 -0.5075
H -2.19 2.23 1.26 0.2422
H -2.73 3.39 1.95 0.2237


58
Properties=species:S:1:pos:R:3:nbo_charge:R:1 method="wB97M-V/def2-TZVPD" smiles="Cc1ccccc1[C@H](OC[C@H](O)CN1CCC(C(N)=O)CC1)c1ccccc1" gap_ev=8.7952 charge=0
C -1.24 4.57 -0.28 -0.6567
C -1.68 3.37 0.51 0.0837
C -2.90 3.39 1.17 -0.2378
C -3.34 2.31 1.91 -0.2121
C -2.56 1.17 1.98 -0.2095
C -1.34 1.13 1.33 -0.2102
C -0.89 2.21 0.59 -0.0654
C 0.45 2.14 -0.10 0.0701
O 0.87 0.78 -0.11 -0.5344
C 1.99 0.53 -0.90 -0.0717
C 2.30 -0.97 -0.86 0.0798
O 3.49 -1.25 -1.56 -0.7067
C 1.12 -1.81 -1.39 -0.2420
N 0.09 -1.96 -0.38 -0.4527
C 0.24 -3.14 0.44 -0.2102
C -0.21 -4.43 -0.26 -0.4137
C -1.66 -4.29 -0.75 -0.3183
C -2.02 -5.54 -1.54 0.6861
N -2.56 -6.54 -0.80 -0.8254
O -1.81 -5.66 -2.73 -0.6182
C -1.78 -3.04 -1.62 -0.4080
C -1.27 -1.82 -0.84 -0.2099
C 1.46 3.00 0.64 -0.0644
C 1.69 2.77 1.99 -0.1451
C 2.62 3.53 2.68 -0.2225
C 3.34 4.52 2.02 -0.2110
C 3.12 4.74 0.67 -0.2115
C 2.19 3.99 -0.02 -0.2129
H -2.00 5.34 -0.25 0.2169
H -0.31 4.97 0.13 0.2278
H -1.05 4.30 -1.32 0.2117
H -3.51 4.28 1.11 0.2054
H -4.29 2.35 2.42 0.2105
H -2.89 0.32 2.56 0.2074
H -0.72 0.24 1.36 0.2398
H 0.36 2.50 -1.14 0.1795
H 1.81 0.84 -1.95 0.1482
H 2.87 1.09 -0.54 0.1855
H 2.50 -1.25 0.18 0.1814
H 3.35 -1.04 -2.49 0.4605
H 1.53 -2.77 -1.73 0.1889
H 0.69 -1.30 -2.26 0.1938
H -0.37 -2.99 1.34 0.1883
H 1.28 -3.23 0.75 0.2029
H 0.43 -4.64 -1.11 0.2119
H -0.12 -5.27 0.43 0.2090
H -2.33 -4.20 0.12 0.1973
H -2.71 -6.45 0.19 0.3911
H -2.78 -7.41 -1.25 0.4022
H -1.19 -3.19 -2.53 0.2196
H -2.82 -2.89 -1.92 0.2131
H -1.90 -1.67 0.04 0.1878
H -1.34 -0.92 -1.45 0.2066
H 1.13 1.99 2.49 0.2139
H 2.80 3.34 3.73 0.2132
H 4.06 5.11 2.56 0.2135
H 3.67 5.51 0.15 0.2131
H 2.02 4.16 -1.07 0.2099


49
Properties=species:S:1:pos:R:3:nbo_charge:R:1 method="wB97M-V/def2-TZVPD" smiles=COc1ccccc1N1CCN(Cc2cc3c(cc2Br)OCCO3)CC1 gap_ev=8.6103 charge=0
C -4.80 -0.98 2.37 -0.2546
O -5.30 0.00 1.49 -0.5315
C -5.29 -0.37 0.15 0.2415
C -6.52 -0.52 -0.47 -0.2364
C -6.61 -0.90 -1.79 -0.2285
C -5.45 -1.15 -2.50 -0.2108
C -4.22 -0.98 -1.90 -0.2652
C -4.10 -0.58 -0.57 0.1910
N -2.87 -0.42 0.07 -0.4706
C -2.58 0.89 0.64 -0.2295
C -1.46 0.78 1.66 -0.2216
N -0.28 0.24 1.02 -0.4429
C 0.90 0.24 1.86 -0.2347
C 2.13 0.04 1.03 -0.0724
C 2.99 -1.01 1.26 -0.2439
C 4.13 -1.22 0.48 0.2770
C 4.39 -0.36 -0.59 0.2177
C 3.53 0.71 -0.83 -0.2625
C 2.43 0.90 -0.02 -0.0652
Br 1.31 2.39 -0.39 0.0645
O 5.46 -0.54 -1.42 -0.4797
C 6.06 -1.81 -1.30 -0.0966
C 6.22 -2.17 0.18 -0.0979
O 4.96 -2.26 0.80 -0.4939
C -0.57 -1.07 0.48 -0.2148
C -1.68 -0.96 -0.57 -0.2251
H -5.46 -1.86 2.39 0.1721
H -3.79 -1.30 2.09 0.1893
H -4.78 -0.53 3.36 0.1894
H -7.41 -0.33 0.12 0.2229
H -7.58 -1.01 -2.26 0.2132
H -5.50 -1.46 -3.53 0.2115
H -3.33 -1.15 -2.48 0.2134
H -3.48 1.28 1.11 0.2325
H -2.27 1.58 -0.15 0.1805
H -1.23 1.78 2.04 0.2075
H -1.78 0.14 2.51 0.1638
H 0.95 1.23 2.34 0.2180
H 0.85 -0.52 2.65 0.1758
H 2.81 -1.70 2.07 0.2253
H 3.75 1.37 -1.65 0.2409
H 7.02 -1.75 -1.80 0.2036
H 5.43 -2.57 -1.79 0.1802
H 6.69 -3.15 0.30 0.2031
H 6.83 -1.41 0.67 0.1806
H 0.33 -1.47 0.00 0.2110
H -0.89 -1.77 1.27 0.1616
H -1.91 -1.96 -0.96 0.2100
H -1.33 -0.31 -1.39 0.1803


22
Properties=species:S:1:pos:R:3:nbo_charge:R:1 method="wB97M-V/def2-TZVPD" gap_ev=3.4824 charge=0
In 26.79 -5.78 -17.92 1.1970
C 27.78 -10.50 -16.71 -0.6892
C 27.55 -9.03 -17.09 0.7584
O 27.04 -8.84 -18.23 -0.6744
O 27.80 -8.09 -16.30 -0.6531
H 27.83 -11.13 -17.59 0.2409
H 26.87 -10.75 -16.16 0.2372
H 28.58 -10.55 -15.97 0.2395
C 29.30 -1.71 -20.03 -0.6593
C 28.67 -2.82 -19.14 0.7406
O 27.91 -3.65 -19.67 -0.6471
O 29.19 -2.93 -18.01 -0.4914
H 29.50 -0.84 -19.41 0.2377
H 28.60 -1.31 -20.75 0.2280
H 30.20 -2.04 -20.55 0.2471
C 26.44 -3.52 -13.99 -0.7467
C 27.82 -3.70 -14.62 0.7608
O 28.68 -2.88 -14.24 -0.4984
O 28.02 -4.64 -15.44 -0.5226
H 26.01 -4.46 -13.65 0.2262
H 25.71 -3.02 -14.63 0.2259
H 26.53 -2.92 -13.08 0.2431